No. 1
A molecular structure, C23H42Cl3N2O4SiTi at a distorted geometry, computed with ωB97M-V/def2-TZVPD.

Structure (XYZ):
```
76
Properties=species:S:1:pos:R:3
C 4.752 -1.337 2.128
C 4.076 -0.397 1.151
H 5.735 -0.904 2.401
H 4.935 -2.322 1.648
H 4.120 -1.531 3.003
C 4.877 0.229 0.193
C 6.104 -0.314 -0.449
H 4.694 1.286 -0.047
H 5.940 -1.236 -1.049
H 6.987 -0.462 0.212
H 6.386 0.460 -1.185
Ti -2.311 -0.155 -0.151
Cl -2.555 -0.077 2.149
Cl -3.164 -1.880 -1.289
H -7.720 0.072 -1.307
H -8.142 -0.883 1.124
C -6.684 -0.270 -1.206
C -7.108 -1.226 1.049
N -6.356 -0.299 0.215
H -6.005 0.389 -1.773
C -5.198 0.199 0.655
O -4.289 0.559 -0.188
H -6.632 -1.301 2.038
H -5.062 0.337 1.740
H -6.642 -1.287 -1.617
H -7.095 -2.229 0.566
H 2.020 -1.973 -2.017
H 3.209 0.682 -2.849
C 1.555 -1.608 -2.935
C 2.323 0.637 -3.485
N 1.311 -0.179 -2.864
H 0.625 -2.148 -3.081
C 0.094 0.396 -2.618
O -1.005 -0.159 -2.755
H 1.935 1.651 -3.613
H 0.203 1.440 -2.225
H 2.234 -1.783 -3.782
H 2.636 0.224 -4.453
O 2.535 -1.004 0.816
C 2.701 0.186 1.479
C 2.477 1.812 -0.462
C 2.328 1.495 0.904
H 2.795 1.036 -1.158
C 2.334 3.150 -0.873
H 2.442 0.210 2.559
C 1.933 2.473 1.827
H 2.552 3.423 -1.920
C 1.951 4.099 0.075
C 1.789 3.784 1.424
H 1.873 2.146 2.876
H 1.835 5.122 -0.270
H 1.591 4.538 2.189
Si 0.029 -3.238 1.122
Cl -0.168 -0.487 0.064
C -0.521 -4.276 -0.352
C -1.739 -3.218 1.793
C 1.247 -3.770 2.430
H -0.154 -3.920 -1.317
H -1.616 -4.264 -0.418
H -0.226 -5.328 -0.223
H 2.159 -4.217 1.993
H 0.762 -4.532 3.079
H 1.549 -2.914 3.063
H -1.932 -2.435 2.531
H -1.916 -4.206 2.232
H -2.441 -3.078 0.972
C -1.999 3.253 1.250
C -1.770 2.916 -0.172
C -1.343 3.990 -1.105
O -1.931 1.732 -0.623
H -1.421 4.155 1.512
H -1.711 2.437 1.919
H -3.074 3.461 1.408
H -0.396 4.433 -0.733
H -1.239 3.612 -2.134
H -2.068 4.824 -1.088
```

Its total charge is 0. As for the gap between HOMO and LUMO (spin up / spin down): 0.1409 / 0.1411 Ha. The energy relative to the best compared isomer or geometry (same formula, charge and spin) is 763.16 kJ/mol. As for the expectation value of S²: 0.755. For the highest occupied orbital energy (spin up / spin down), the calculation gives -4.58 / -4.63 eV. The calculation puts the largest force on an atom at 0.073 hartree/bohr. As for the spin multiplicity: 2.

Atomic partial charges in e from the Mulliken method, atoms 1 to 6: -1.836, 1.178, 0.399, 0.235, 0.380, -0.505

=====

No. 2
14 unconnected molecules or ions with the total composition C65H70F15N9O10 at a distorted geometry, computed with ωB97M-V/def2-TZVPD.

Structure (XYZ):
```
169
Properties=species:S:1:pos:R:3
N -4.642 -0.828 4.237
C -5.933 -0.831 4.583
C -6.910 -1.237 3.704
C -6.612 -1.715 2.453
C -5.290 -1.661 2.080
C -4.351 -1.198 3.005
H -6.237 -0.511 5.576
H -7.922 -1.115 3.931
H -7.409 -1.947 1.742
H -5.057 -1.831 1.010
H -3.284 -1.156 2.752
N -0.640 1.160 4.379
C -1.700 0.455 4.705
C -1.607 -0.833 5.296
C -0.367 -1.312 5.529
C 0.774 -0.583 5.271
C 0.548 0.669 4.714
H -2.634 0.936 4.660
H -2.500 -1.322 5.666
H -0.317 -2.238 6.082
H 1.749 -1.098 5.328
H 1.390 1.343 4.532
N -1.889 -0.792 -2.104
C -2.873 -0.235 -2.818
C -4.170 -0.655 -2.778
C -4.538 -1.791 -2.103
C -3.544 -2.384 -1.350
C -2.234 -1.900 -1.438
H -2.738 0.663 -3.459
H -4.800 -0.158 -3.473
H -5.532 -2.189 -2.229
H -3.758 -3.297 -0.789
H -1.470 -2.294 -0.777
N 1.857 1.391 -4.023
C 0.667 1.319 -3.481
C 0.066 2.339 -2.766
C 0.725 3.535 -2.690
C 1.938 3.681 -3.355
C 2.467 2.561 -3.993
H 0.264 0.351 -3.554
H -0.809 2.175 -2.154
H 0.305 4.393 -2.192
H 2.417 4.647 -3.399
H 3.455 2.518 -4.421
N -0.528 -4.502 -2.009
C -1.430 -4.645 -2.985
C -1.152 -5.003 -4.276
C 0.193 -5.131 -4.627
C 1.135 -5.014 -3.654
C 0.734 -4.685 -2.370
H -2.488 -4.529 -2.702
H -1.933 -4.953 -5.034
H 0.431 -5.461 -5.670
H 2.224 -5.122 -3.919
H 1.466 -4.522 -1.582
N -6.006 1.487 0.432
C -5.812 2.434 -0.485
C -5.707 3.781 -0.157
C -5.592 4.149 1.181
C -5.769 3.160 2.153
C -5.986 1.871 1.716
H -5.632 2.117 -1.525
H -5.448 4.539 -0.931
H -5.261 5.182 1.516
H -5.685 3.445 3.221
H -6.274 1.053 2.370
N -3.845 3.895 -3.225
C -2.617 4.245 -3.661
C -2.195 4.237 -4.994
C -3.028 3.765 -5.964
C -4.312 3.297 -5.517
C -4.641 3.460 -4.200
H -1.906 4.618 -2.960
H -1.224 4.574 -5.276
H -2.726 3.606 -6.985
H -5.176 3.058 -6.172
H -5.637 3.291 -3.853
N 3.781 -1.687 2.047
C 4.589 -2.433 2.836
C 5.174 -1.937 4.023
C 4.955 -0.643 4.367
C 4.219 0.147 3.505
C 3.658 -0.401 2.388
H 4.771 -3.416 2.494
H 5.866 -2.558 4.553
H 5.326 -0.200 5.268
H 4.129 1.201 3.708
H 3.126 0.222 1.689
N -1.528 -4.211 4.150
C -2.320 -4.597 3.131
C -1.714 -5.003 1.932
C -0.342 -5.104 1.813
C 0.445 -4.784 2.898
C -0.189 -4.271 4.036
H -3.412 -4.582 3.242
H -2.337 -5.217 1.053
H 0.096 -5.454 0.891
H 1.499 -4.866 2.763
H 0.395 -3.906 4.887
C 4.727 -0.303 -0.732
C 3.433 0.230 -1.392
O 3.001 -0.749 -2.374
C 3.679 -0.625 -3.541
O 4.586 0.095 -3.829
C 3.181 -1.809 -4.436
F 3.727 -2.935 -3.979
F 1.848 -1.880 -4.478
F 3.619 -1.621 -5.673
H 5.499 -0.439 -1.462
H 4.565 -1.327 -0.368
H 5.128 0.285 0.125
H 3.638 1.225 -1.837
H 2.600 0.376 -0.684
C 6.523 4.205 -1.280
C 5.730 2.909 -1.218
O 4.462 3.169 -0.518
C 4.558 2.953 0.769
O 5.495 2.466 1.348
C 3.242 3.410 1.435
F 2.519 4.150 0.588
F 2.434 2.420 1.874
F 3.542 4.186 2.503
H 7.616 4.087 -1.237
H 6.299 4.778 -0.328
H 6.328 4.794 -2.144
H 6.232 2.048 -0.790
H 5.450 2.581 -2.250
C 0.700 -1.649 0.194
C 0.171 -1.010 1.509
O -1.083 -0.394 1.134
C -1.010 0.738 0.501
O 0.013 1.332 0.272
C -2.476 1.328 0.298
F -2.495 2.359 -0.539
F -3.442 0.476 -0.050
F -2.830 1.805 1.485
H 1.742 -1.967 0.237
H 0.539 -0.931 -0.659
H 0.144 -2.555 -0.024
H 0.922 -0.362 1.962
H -0.143 -1.821 2.177
C -1.484 5.288 1.079
C -2.002 6.403 0.190
O -1.087 6.621 -0.931
C -1.311 7.619 -1.711
O -2.204 8.385 -1.610
C -0.201 7.705 -2.839
F -0.329 6.673 -3.767
F -0.383 8.782 -3.544
F 1.000 7.564 -2.292
H -0.524 5.408 1.499
H -1.527 4.326 0.591
H -2.085 5.079 1.946
H -2.019 7.294 0.831
H -2.981 6.282 -0.269
C 4.442 -4.706 -0.105
C 5.017 -6.003 0.470
O 4.734 -6.064 1.870
C 3.478 -6.507 2.102
O 2.634 -6.692 1.308
C 3.402 -6.965 3.583
F 4.342 -7.887 3.779
F 3.689 -5.919 4.393
F 2.237 -7.499 3.880
H 3.354 -4.701 0.011
H 4.624 -4.717 -1.205
H 4.843 -3.845 0.430
H 6.103 -6.067 0.318
H 4.608 -6.908 -0.013
```

Its total charge is 0. As for the gap between HOMO and LUMO: 0.3543 Ha. For the highest occupied orbital energy, the calculation gives -9.07 eV. The calculation puts the largest force on an atom at 0.055 hartree/bohr. As for the spin multiplicity: 1.

Atomic partial charges in e from the Mulliken method, atoms 1 to 6: -0.111, -0.829, -0.285, -0.522, -0.132, 0.037

=====

No. 3
2 unconnected molecules or ions with the total composition C7H10N2O at a distorted geometry, computed with ωB97M-V/def2-TZVPD.

Structure (XYZ):
```
20
Properties=species:S:1:pos:R:3
N 2.756 -0.559 0.427
C 1.613 -0.457 0.266
C 0.152 -0.324 0.207
C -0.635 -1.618 -0.004
C -1.898 -1.336 0.339
C -1.940 0.115 0.780
C -1.682 0.937 -0.514
N -0.280 0.608 -0.877
C -0.563 0.244 1.458
H -0.242 -2.517 -0.475
H -2.770 -1.978 0.217
H -2.815 0.433 1.355
H -2.381 0.661 -1.316
H -1.787 2.014 -0.320
H 0.271 1.464 -0.800
H -0.458 -0.385 2.348
H -0.266 1.279 1.675
O 4.530 0.434 -1.909
H 3.727 0.957 -1.822
H 4.670 0.027 -1.033
```

Its total charge is 0. As for the gap between HOMO and LUMO: 0.3823 Ha. The energy relative to the best compared isomer or geometry (same formula, charge and spin) is 197.01 kJ/mol. For the highest occupied orbital energy, the calculation gives -9.79 eV. The calculation puts the largest force on an atom at 0.026 hartree/bohr. Its SMILES is N#C[C@]12C=C[C@H](CN1)C2.O. As for the spin multiplicity: 1.

Atomic partial charges in e from the natural (NBO) method, atoms 1 to 6: -0.334, 0.317, -0.059, -0.183, -0.170, -0.284

=====

No. 4
C28H28N2O5 in the gas phase, computed with ωB97M-V/def2-TZVPD.

Structure (XYZ):
```
63
Properties=species:S:1:pos:R:3
C -5.333 0.609 1.162
C -5.601 -0.874 1.415
C -4.815 -1.361 2.633
O -5.363 -1.666 0.253
C -4.117 -1.584 -0.329
C -3.042 -2.331 0.143
C -1.813 -2.256 -0.480
C -1.625 -1.443 -1.597
C -0.327 -1.305 -2.247
C 0.849 -1.262 -1.609
N 2.063 -1.174 -2.284
C 3.184 -0.625 -1.724
O 3.162 -0.076 -0.640
C 4.408 -0.715 -2.562
C 5.373 0.278 -2.417
C 6.534 0.238 -3.165
C 6.749 -0.803 -4.054
C 5.803 -1.808 -4.185
C 4.635 -1.767 -3.446
C 0.973 -1.355 -0.109
O 1.523 -2.285 0.442
N 0.362 -0.344 0.540
C 0.272 -0.291 1.974
C 1.367 0.616 2.587
C 1.177 2.042 2.155
C 1.679 2.469 0.931
C 1.465 3.767 0.503
C 0.749 4.652 1.291
C 0.251 4.235 2.514
C 0.463 2.936 2.942
C -1.101 0.224 2.351
O -1.888 0.698 1.574
O -1.352 0.105 3.654
C -2.725 -0.751 -2.104
C -3.950 -0.809 -1.473
H -5.868 0.943 0.276
H -4.268 0.782 1.015
H -5.673 1.193 2.013
H -6.672 -1.031 1.593
H -3.753 -1.175 2.492
H -4.972 -2.427 2.783
H -5.156 -0.831 3.520
H -3.177 -2.986 0.990
H -0.994 -2.854 -0.112
H -0.342 -1.206 -3.327
H 2.077 -1.434 -3.261
H 5.192 1.075 -1.711
H 7.275 1.015 -3.053
H 7.657 -0.839 -4.637
H 5.980 -2.629 -4.864
H 3.921 -2.573 -3.534
H -0.108 0.388 0.031
H 0.406 -1.309 2.358
H 1.322 0.529 3.673
H 2.327 0.240 2.230
H 2.245 1.778 0.325
H 1.860 4.092 -0.449
H 0.582 5.666 0.957
H -0.303 4.923 3.136
H 0.079 2.617 3.901
H -2.229 0.466 3.867
H -2.606 -0.138 -2.987
H -4.794 -0.259 -1.862
```

Its total charge is 0. As for the gap between HOMO and LUMO: 0.3087 Ha. The energy relative to the best compared isomer or geometry (same formula, charge and spin) is 5.36 kJ/mol. For the highest occupied orbital energy, the calculation gives -8.10 eV. The calculation puts the largest force on an atom at 0.015 hartree/bohr. Its SMILES is CC(C)Oc1ccc(/C=C(/NC(=O)c2ccccc2)C(=O)N[C@@H](Cc2ccccc2)C(=O)O)cc1. As for the spin multiplicity: 1.

Atomic partial charges in e from the natural (NBO) method, atoms 1 to 6: -0.653, 0.115, -0.644, -0.525, 0.282, -0.212

=====

> The highest spin multiplicity belongs to which entry?

C23H42Cl3N2O4SiTi